ORCA calculation (ωB97M-V/def2-TZVPD) on a cluster of 15 separate species, C34H86O32 in total in a non-equilibrium geometry.

Positions of all 152 atoms, in Å:
O (2.36287, -1.83198, 4.59499)
O (-4.05906, -2.18623, 1.33004)
O (-3.21863, -0.60164, -6.05145)
O (-0.96951, 1.11123, -2.19773)
O (-4.17739, 1.68382, -0.45924)
O (-0.86755, -4.94027, 3.23192)
O (-0.37468, -2.95612, 5.75461)
O (-2.11750, 1.09086, 5.12559)
O (-0.28589, 3.26018, 4.17878)
O (-4.26916, -5.16449, 0.65959)
O (1.55885, -0.86138, 2.13090)
O (2.77210, 2.88308, 4.27263)
O (3.13857, 3.42215, 1.31324)
O (-5.32492, -1.38718, -1.32903)
O (-0.97188, 4.60369, 1.38850)
O (-3.85282, -2.86924, -3.42806)
O (1.83199, -4.40198, 4.03263)
O (0.02922, 3.65641, -3.18737)
O (5.80220, 0.52662, 0.27162)
O (-2.75040, 2.53001, 2.61131)
O (2.89002, -1.81897, -3.03282)
O (-0.36847, 3.37251, -6.14652)
O (-2.23638, -0.75967, -0.45968)
O (2.85291, 0.95154, 0.37856)
O (3.82599, 2.90276, -1.61470)
O (0.27191, 5.96359, -1.78584)
O (-3.89628, 3.41108, -2.58649)
O (0.43637, -2.89055, -2.51947)
O (2.46789, -0.17518, -5.18156)
O (2.66614, -4.48295, -1.61797)
O (4.02210, -1.67426, 1.31341)
O (-1.42340, -1.29919, -3.91883)
C (-0.43209, -0.76335, 0.91295)
C (0.91892, 1.02941, -0.95736)
C (3.65119, -0.60295, -3.10755)
C (-3.26996, -3.24232, 1.78165)
C (1.08608, 3.59733, -4.14699)
C (-4.21607, 3.07451, -0.20504)
C (-4.07246, -4.52866, 1.91676)
C (1.65226, 0.60022, 0.17123)
C (3.81949, 4.15686, -0.93874)
C (-2.79120, 1.13009, 2.76874)
C (6.20108, -0.62746, 0.99356)
C (-0.01277, -4.06416, 2.48768)
C (-1.10485, -0.27144, -0.22048)
C (5.14378, -1.11131, 1.95765)
C (0.07326, -1.62720, 5.55810)
C (-0.39899, 0.62287, -1.19050)
C (1.75553, 1.87973, 4.16624)
C (1.60475, -1.48253, 5.74822)
C (2.89121, 0.40138, -3.94058)
C (0.53216, 2.37950, 3.40575)
C (0.93435, -0.42661, 1.13272)
C (0.57183, -3.31315, -1.17511)
C (1.35066, -4.62430, -1.09908)
C (-1.26908, -1.83393, -5.19809)
C (-3.14308, 0.73842, 4.20893)
C (0.72625, 2.82720, -5.40626)
C (-0.11537, 4.64780, 0.25277)
C (4.19620, 4.00921, 0.54104)
C (-3.45588, 3.83430, -1.26971)
C (-5.57094, -2.73156, -1.73757)
C (-0.55105, 5.83307, -0.64272)
C (-1.83432, -0.85058, -6.20535)
C (-4.27900, -3.37832, -2.17267)
C (1.43796, -4.46045, 2.66536)
H (-6.34803, -2.87063, -2.49916)
H (-1.29777, 0.09092, -6.08495)
H (-0.44069, -3.46164, -0.79346)
H (2.07206, -3.73025, 2.14159)
H (-2.41121, 3.50200, -1.30395)
H (-0.28353, -4.19880, 1.43321)
H (3.31255, -4.36130, -0.91839)
H (3.82072, -0.27182, -2.08027)
H (-3.26541, -3.52260, -3.81381)
H (5.52972, -1.80248, 2.71848)
H (0.33163, 3.91907, 4.51752)
H (3.21323, -1.22931, 1.65325)
H (-1.58371, 5.57454, -0.88033)
H (-2.89661, -3.08734, 2.80684)
H (1.86897, 2.99811, -3.66895)
H (-2.39607, -3.45214, 1.15658)
H (-3.90324, 3.39258, 0.78876)
H (1.23585, -2.37872, -2.73760)
H (-3.48951, 0.61837, 2.10180)
H (2.08652, -1.22508, 3.88384)
H (4.57371, 4.81274, -1.38169)
H (3.04685, 3.09480, 3.36901)
H (1.69899, -5.41242, 2.19684)
H (-4.53285, -4.44123, -2.30084)
H (-0.19470, -2.04379, -5.34117)
H (2.53629, -1.13364, -5.10994)
H (-3.58277, 4.91657, -1.23595)
H (1.80354, -0.44869, 6.05159)
H (-5.15228, -5.53868, 0.64845)
H (3.48537, -2.54592, -2.82523)
H (-1.68476, -2.85050, -5.34525)
H (1.44199, 4.60946, -4.33704)
H (-1.01162, 5.44735, 1.84297)
H (-0.13950, 4.28907, -6.32973)
H (1.56785, 2.72718, -6.10254)
H (1.09450, -2.55716, -0.58439)
H (4.80154, -0.23740, 2.53174)
H (-3.41231, -0.31868, 4.25721)
H (0.89985, 4.86230, 0.60082)
H (-0.93804, -1.82278, -3.26504)
H (-1.62198, -1.19818, -7.22520)
H (0.83147, 2.83520, 2.45779)
H (-0.02239, 1.47401, 3.14536)
H (2.17167, 1.06376, 3.56878)
H (-3.51472, -3.28769, -1.39930)
H (3.50019, 2.22735, -0.98913)
H (5.07069, 3.36636, 0.68321)
H (-0.15593, 3.69042, -0.26197)
H (1.50797, 1.56081, 5.17630)
H (-5.96646, -3.22714, -0.84201)
H (-5.25615, 3.39435, -0.38778)
H (0.46005, 1.80524, -5.12988)
H (-1.91539, 2.89870, 2.92849)
H (-3.58815, -1.77827, 0.58070)
H (6.42179, -1.42997, 0.28216)
H (-0.48040, -0.96530, 6.22011)
H (4.62049, -0.77126, -3.58818)
H (-0.04496, -3.55170, 5.06889)
H (1.46514, 1.68131, -1.62213)
H (4.83692, 0.46956, 0.15390)
H (-0.86376, -1.50196, 1.57091)
H (7.04887, -0.38014, 1.63640)
H (-5.95704, -1.15306, -0.64662)
H (-4.05767, 1.29727, 4.44980)
H (-0.14902, 2.74612, -2.88472)
H (0.82048, -5.37916, -1.68360)
H (-0.21017, -3.02863, 2.75303)
H (-4.67132, 1.24648, 0.23783)
H (-0.59370, -5.84331, 3.05308)
H (-1.84666, 0.66726, 2.46482)
H (1.93361, 0.71109, -3.50952)
H (1.37572, -4.96405, -0.06066)
H (0.16352, 5.12118, -2.27994)
H (1.91642, -2.05802, 6.62081)
H (4.37008, 4.98830, 0.99300)
H (-3.55192, -5.23511, 2.58133)
H (2.82003, 4.59153, -1.02368)
H (-3.70193, -1.27902, -6.52929)
H (-3.58889, 4.08091, -3.20169)
H (-1.58986, 1.78771, 4.71271)
H (3.48828, 1.30269, -4.09122)
H (-5.01392, -4.35076, 2.45134)
H (2.90751, 2.54138, 0.92668)
H (-0.11145, -1.25295, 4.54322)
H (-0.51913, 6.74516, -0.04613)
H (2.00995, -3.46042, 4.25406)

Summary:
lowest unoccupied orbital energy: 0.144 hartree
electronic energy: -102168.960 eV
net charge: -2

ORCA calculation (ωB97M-V/def2-TZVPD) on a structure of composition C34H87CuN6O15 in a non-equilibrium geometry.

Positions of all 143 atoms, in Å:
Cu (-1.88254, -3.09243, -0.56988)
O (-1.22252, 0.47371, 1.81494)
O (-3.56987, -3.63226, 0.87990)
O (-2.49779, -5.19453, -1.71015)
O (-0.02898, -3.30614, -1.98689)
O (-5.09107, -0.82191, -3.52592)
O (6.45678, 2.12007, 2.45746)
O (-2.48418, 3.69930, 5.62458)
O (-1.65251, -0.89430, 0.22144)
O (-1.44491, 1.86478, -2.83584)
O (0.39732, -0.24906, 0.59322)
O (1.89894, 4.05421, 0.09268)
O (1.28797, -5.53191, 2.38746)
O (2.42703, -0.88333, 4.48935)
O (5.04389, -1.36579, 0.15813)
O (-0.28604, 7.73989, -4.97983)
N (-3.25849, -2.36475, -2.24845)
N (-0.70300, 4.15548, -4.41730)
N (-0.71069, -4.00414, 1.14729)
N (4.34127, 0.07435, 2.53235)
N (-0.81831, -0.22033, 0.87568)
N (-0.00875, 3.08559, 3.01219)
C (0.24636, -0.15168, 5.15915)
C (1.96996, -6.17422, 3.44443)
C (4.42093, 1.28000, 3.34318)
C (0.93649, -2.10223, -3.87760)
C (5.10638, 2.47570, 2.71392)
C (-4.88232, -4.08859, 0.68299)
C (-3.28949, 2.79584, 6.33912)
C (-1.59928, -3.56168, 2.23203)
C (-2.86004, -1.03490, -2.73357)
C (-1.33874, 3.10500, 5.04896)
C (-5.98560, -0.40686, -4.52660)
C (-0.85166, 1.66341, -1.55988)
C (0.02974, 5.40986, -4.67463)
C (-2.99007, -3.43637, -3.22675)
C (3.64671, 0.21230, 1.26525)
C (-1.03756, 8.78171, -5.55828)
C (-2.59361, -6.55446, -1.36250)
C (-1.01506, 3.81550, 3.77318)
C (1.41730, -4.12610, 2.46200)
C (1.34266, 3.07134, 0.95717)
C (-3.74722, -0.52661, -3.86389)
C (0.71470, -2.14611, -2.39020)
C (7.31237, 3.23248, 2.37148)
C (5.14667, -2.59185, -0.49507)
C (0.64817, -3.50758, 1.30008)
C (-3.00051, -4.09335, 2.09226)
C (-3.41817, -4.77833, -2.68619)
C (2.86114, 3.51772, -0.76829)
C (3.70085, -1.07819, 0.51180)
C (-0.95884, 6.49794, -5.01696)
C (-0.52975, 1.77364, -3.90871)
C (1.15763, -0.44738, 3.99281)
C (0.17853, 3.70393, 1.69505)
C (0.22486, 3.05862, -4.14977)
H (-0.49185, 3.13952, 5.74636)
H (1.55651, -1.23627, -4.13112)
H (7.27218, 3.83893, 3.28327)
H (0.00202, -2.00938, -4.43472)
H (1.47892, -2.98053, -4.23526)
H (-0.68514, 4.84144, 3.96238)
H (-3.59313, 0.55300, -3.96011)
H (0.60489, 5.69595, -3.78318)
H (0.89332, 2.90891, -4.99811)
H (3.04929, -6.01489, 3.37617)
H (2.59585, 0.46952, 1.41110)
H (-1.95238, 3.93233, 3.19979)
H (4.57361, -2.60409, -1.43243)
H (0.80232, 3.29248, -3.23826)
H (2.41819, 2.97288, -1.61452)
H (0.61922, -2.42861, 1.44136)
H (-3.52585, -3.28654, -4.17565)
H (1.76134, -7.23958, 3.36991)
H (-0.40044, 2.16915, 2.80144)
H (5.05023, 3.33719, 3.38700)
H (1.67718, -2.17742, -1.87880)
H (-3.53127, -5.51990, -3.48765)
H (5.26357, -0.31065, 2.36614)
H (1.19081, -3.69935, 0.37174)
H (3.44516, 4.34078, -1.18421)
H (-1.24728, 4.30700, -3.57421)
H (-1.59977, -2.47328, 2.31535)
H (2.08977, 2.68644, 1.66065)
H (0.73954, -1.26383, 3.39760)
H (-5.95748, 0.68628, -4.64984)
H (0.17705, 0.94322, -3.73945)
H (-5.58678, -3.58041, 1.35330)
H (-1.38530, 6.32393, -6.01105)
H (-3.60753, -3.74760, 2.93905)
H (-1.72803, -6.79844, -0.74895)
H (-0.09884, 2.42290, -1.30584)
H (1.59193, -5.80407, 4.40392)
H (7.06326, 3.85563, 1.50253)
H (-0.83574, 8.84942, -6.63123)
H (-3.01866, -5.19484, 2.12690)
H (2.46210, -3.79673, 2.38411)
H (-1.77587, 6.48371, -4.28035)
H (1.04325, -3.77213, 3.43304)
H (4.93842, 1.02105, 4.27147)
H (3.11907, -0.67519, 3.83904)
H (0.37917, 4.77259, 1.79162)
H (0.06318, -1.01865, 5.79311)
H (4.83669, -3.42932, 0.15005)
H (0.70935, 5.22335, -5.50635)
H (3.41690, 1.56950, 3.67767)
H (-3.50331, -6.75308, -0.78108)
H (0.99340, 2.23715, 0.33347)
H (-3.66438, 2.00408, 5.68260)
H (-0.74135, 3.58969, 1.10155)
H (-0.75513, -5.01621, 1.11458)
H (8.32353, 2.85010, 2.24449)
H (-2.59247, -7.19023, -2.25435)
H (1.25030, 0.45149, 3.37917)
H (-1.52629, 2.04837, 4.82720)
H (3.55016, 2.85626, -0.22736)
H (-1.22192, -3.92998, 3.20225)
H (-1.81971, -0.98272, -3.05387)
H (-4.27428, -2.31463, -2.20417)
H (-5.78134, -0.88762, -5.48681)
H (-4.97658, -5.16711, 0.86929)
H (-2.96526, -0.35276, -1.88973)
H (-1.66113, 1.74702, -0.83883)
H (-2.11010, 8.63642, -5.38856)
H (-5.15940, -3.87637, -0.34590)
H (0.15599, -1.29818, -2.00704)
H (-1.12514, 1.47799, -4.77872)
H (-0.76683, 9.72000, -5.07510)
H (0.41830, -4.09908, -2.29995)
H (-3.51620, -1.03426, -4.81160)
H (6.19175, -2.79444, -0.73883)
H (4.08955, 0.97200, 0.60099)
H (-1.91957, -3.48546, -3.42387)
H (-4.14551, 3.36238, 6.71480)
H (-6.99816, -0.61962, -4.18401)
H (0.53201, 0.72568, 5.73345)
H (-0.35483, 0.69083, -1.51586)
H (3.27403, -1.90463, 1.09806)
H (-4.41886, -4.70171, -2.22810)
H (4.64237, 2.71124, 1.74942)
H (3.07377, -1.00236, -0.38512)
H (-0.72036, 0.08409, 4.69021)
H (-2.79713, 2.37515, 7.22418)

Summary:
lowest unoccupied orbital energy: 0.007 hartree
electronic energy: -120953.211 eV

| no. | Kohn-Sham gap (eV) |
| --- | --- |
| 1 | 6.653 |
| 2 | 7.472 |